Computed, not measured: a 9-piece molecular cluster, C81H171N9O9 overall, with ωB97M-V with the def2-TZVPD basis set.

```
! RIJCOSX wB97M-V def2-TZVPD def2/J DEFGRID3
* xyz 0 1
C -1.45 -2.32 -0.37
C -0.17 -1.44 -0.50
C 0.94 -2.17 0.29
C 0.35 -1.48 -2.00
C -0.61 -0.66 -2.89
C -0.58 0.75 -2.47
C -0.97 1.03 -0.98
C -0.50 2.50 -0.69
C -2.46 1.06 -0.89
N -0.31 -0.02 -0.06
O -0.75 0.05 1.29
H -2.28 -1.80 -0.85
H -1.22 -3.28 -0.82
H -1.66 -2.47 0.69
H 0.97 -3.25 0.16
H 1.93 -1.75 0.14
H 0.70 -2.15 1.36
H 1.34 -1.04 -2.14
H 0.44 -2.44 -2.52
H -0.39 -0.97 -3.91
H -1.64 -1.02 -2.79
H -1.04 1.42 -3.19
H 0.45 1.09 -2.60
H 0.54 2.70 -0.96
H -0.49 2.56 0.39
H -1.18 3.33 -0.90
H -3.03 1.05 0.04
H -2.90 0.19 -1.37
H -2.88 1.87 -1.50
H -1.70 -0.08 1.19
C -9.28 5.00 -4.70
C -7.78 4.73 -5.07
C -7.93 4.62 -6.54
C -6.88 5.86 -4.54
C -6.41 5.76 -3.07
C -5.98 4.28 -2.68
C -6.97 3.14 -3.19
C -6.06 1.82 -3.17
C -8.28 3.09 -2.25
N -7.33 3.39 -4.68
O -8.15 2.35 -5.07
H -9.56 4.81 -3.67
H -9.75 5.91 -5.08
H -9.90 4.22 -5.13
H -7.02 4.99 -7.01
H -8.02 3.62 -6.97
H -8.64 5.33 -6.97
H -5.98 6.02 -5.12
H -7.50 6.76 -4.64
H -5.49 6.32 -2.86
H -7.19 6.06 -2.37
H -6.08 4.25 -1.60
H -4.94 4.12 -2.97
H -5.09 2.06 -3.60
H -6.62 0.96 -3.55
H -5.77 1.68 -2.13
H -8.26 2.15 -1.71
H -9.11 2.96 -2.95
H -8.39 3.95 -1.59
H -7.68 1.54 -5.27
C -0.51 -0.71 6.76
C 0.35 -0.36 5.54
C -0.34 0.74 4.73
C 1.62 0.38 6.14
C 2.64 -0.66 6.76
C 3.09 -1.62 5.66
C 1.89 -2.48 4.96
C 2.45 -3.11 3.70
C 1.47 -3.69 5.94
N 0.76 -1.49 4.66
O -0.26 -2.05 3.89
H -0.08 -1.41 7.48
H -0.76 0.09 7.46
H -1.50 -1.16 6.65
H -0.38 1.69 5.26
H -0.02 1.01 3.73
H -1.39 0.50 4.58
H 1.99 1.09 5.40
H 1.30 1.06 6.94
H 3.50 -0.29 7.32
H 2.22 -1.38 7.46
H 3.72 -2.25 6.28
H 3.48 -1.04 4.83
H 3.53 -3.21 3.64
H 2.23 -2.56 2.78
H 2.06 -4.12 3.52
H 2.32 -4.33 6.19
H 0.77 -4.39 5.49
H 1.18 -3.25 6.89
H -0.24 -1.43 3.16
C 0.31 5.83 -8.47
C -0.10 4.33 -8.31
C -0.41 3.69 -9.64
C 1.07 3.60 -7.79
C 1.43 3.86 -6.27
C 0.14 3.54 -5.53
C -1.05 4.46 -5.94
C -2.27 3.92 -5.19
C -0.77 5.87 -5.43
N -1.24 4.21 -7.34
O -2.28 4.88 -7.87
H -0.19 6.61 -7.90
H 1.38 5.91 -8.27
H 0.22 6.27 -9.46
H -0.77 2.67 -9.49
H -1.31 4.11 -10.08
H 0.36 3.70 -10.41
H 0.95 2.53 -7.98
H 2.00 3.78 -8.33
H 2.37 3.33 -6.11
H 1.74 4.89 -6.17
H 0.23 3.56 -4.44
H -0.02 2.51 -5.84
H -2.40 4.25 -4.16
H -2.37 2.85 -5.03
H -3.26 4.15 -5.61
H 0.23 6.27 -5.59
H -0.84 5.88 -4.34
H -1.42 6.62 -5.87
H -2.94 4.19 -7.79
C 3.01 3.15 0.47
C 3.78 1.86 0.95
C 3.01 0.85 1.89
C 4.17 0.97 -0.25
C 5.26 1.56 -1.16
C 6.44 1.91 -0.30
C 6.22 2.77 0.94
C 7.56 2.51 1.62
C 6.16 4.21 0.53
N 5.04 2.25 1.62
O 4.78 3.03 2.71
H 2.10 3.07 1.07
H 3.47 4.07 0.82
H 2.72 3.21 -0.58
H 2.82 1.31 2.86
H 2.08 0.40 1.54
H 3.67 0.04 2.20
H 4.61 0.10 0.23
H 3.32 0.44 -0.68
H 5.65 0.94 -1.96
H 4.76 2.43 -1.59
H 7.16 2.47 -0.90
H 7.05 1.05 -0.01
H 8.45 2.81 1.06
H 7.71 1.51 2.03
H 7.61 3.03 2.58
H 5.85 4.80 1.40
H 5.35 4.30 -0.19
H 7.12 4.52 0.13
H 4.62 2.35 3.36
C 8.63 -5.47 -2.42
C 8.18 -4.56 -1.23
C 8.60 -5.23 0.08
C 9.00 -3.20 -1.34
C 8.56 -2.00 -0.45
C 7.01 -1.78 -0.70
C 6.16 -3.08 -0.56
C 5.91 -3.35 0.96
C 4.75 -2.79 -1.22
N 6.77 -4.18 -1.34
O 6.07 -5.36 -1.42
H 9.64 -5.22 -2.74
H 8.56 -6.53 -2.20
H 7.99 -5.40 -3.30
H 9.56 -5.74 0.05
H 8.88 -4.51 0.84
H 7.95 -5.96 0.55
H 10.07 -3.39 -1.22
H 8.74 -2.85 -2.34
H 8.87 -2.18 0.59
H 9.15 -1.13 -0.75
H 6.82 -1.21 -1.61
H 6.85 -1.14 0.17
H 6.84 -3.62 1.46
H 5.09 -4.08 0.98
H 5.62 -2.56 1.65
H 4.22 -3.73 -1.32
H 4.77 -2.28 -2.19
H 4.06 -2.21 -0.61
H 5.83 -5.36 -2.35
C -4.33 -5.03 7.50
C -2.85 -5.37 7.01
C -1.77 -4.88 8.02
C -2.86 -6.99 6.98
C -3.49 -7.71 5.74
C -3.01 -7.04 4.49
C -2.97 -5.48 4.44
C -2.05 -5.16 3.18
C -4.38 -4.85 4.14
N -2.44 -4.93 5.64
O -2.47 -3.49 5.55
H -4.35 -5.07 8.59
H -4.56 -3.97 7.35
H -5.08 -5.68 7.06
H -2.07 -5.24 9.00
H -0.75 -5.01 7.66
H -1.96 -3.83 8.22
H -1.83 -7.20 6.67
H -2.95 -7.34 8.01
H -3.28 -8.77 5.63
H -4.55 -7.52 5.90
H -3.63 -7.42 3.68
H -1.98 -7.36 4.32
H -1.18 -4.61 3.54
H -2.63 -4.68 2.40
H -1.64 -6.04 2.69
H -4.81 -5.50 3.38
H -4.30 -3.95 3.54
H -5.02 -4.71 5.02
H -1.56 -3.27 5.35
C 2.82 -6.76 0.65
C 2.05 -7.87 0.03
C 2.72 -9.28 0.33
C 0.64 -7.94 0.79
C -0.40 -6.91 0.35
C -0.48 -7.09 -1.18
C 0.87 -6.84 -1.99
C 0.65 -7.34 -3.43
C 1.24 -5.34 -2.18
N 1.91 -7.70 -1.42
O 3.16 -7.62 -2.02
H 3.78 -6.59 0.16
H 2.28 -5.83 0.51
H 3.11 -6.98 1.68
H 3.68 -9.42 -0.16
H 2.79 -9.19 1.41
H 2.02 -10.11 0.23
H 0.08 -8.85 0.59
H 0.83 -7.96 1.86
H -1.39 -7.09 0.79
H -0.01 -5.94 0.63
H -1.21 -6.31 -1.36
H -0.87 -8.09 -1.38
H 0.61 -8.43 -3.35
H 1.52 -7.18 -4.07
H -0.27 -7.07 -3.94
H 0.33 -4.84 -2.51
H 2.00 -5.10 -2.93
H 1.49 -4.78 -1.28
H 3.58 -6.83 -1.67
C -3.45 6.28 -0.46
C -3.75 6.31 1.10
C -4.66 5.17 1.32
C -2.44 5.91 1.99
C -1.37 7.07 2.07
C -2.11 8.20 2.84
C -3.53 8.65 2.30
C -4.42 9.14 3.42
C -3.23 9.84 1.35
N -4.30 7.45 1.76
O -5.35 7.79 1.10
H -4.27 6.77 -0.99
H -2.51 6.77 -0.68
H -3.31 5.24 -0.73
H -5.66 5.23 0.89
H -4.24 4.21 1.05
H -4.88 4.99 2.38
H -2.51 5.45 2.98
H -1.91 5.23 1.32
H -0.40 6.80 2.49
H -1.25 7.36 1.02
H -1.50 9.11 2.89
H -2.22 7.91 3.88
H -5.37 9.57 3.08
H -3.73 9.80 3.94
H -4.74 8.41 4.16
H -2.92 10.62 2.05
H -4.12 10.22 0.85
H -2.62 9.64 0.47
H -6.05 7.60 1.73
*
```

## Properties
- SMILES = CC1(C)CCCC(C)(C)N1O.CC1(C)CCCC(C)(C)N1O.CC1(C)CCCC(C)(C)N1O.CC1(C)CCCC(C)(C)N1O.CC1(C)CCCC(C)(C)N1O.CC1(C)CCCC(C)(C)N1O.CC1(C)CCCC(C)(C)N1O.CC1(C)CCCC(C)(C)N1O.CC1(C)CCCC(C)(C)N1O
- ΔE to the lowest compared entry with this formula, charge and spin (kcal/mol) = 272.75
- HOMO (eV) = -8.115